DFT (ωB97M-V/def2-TZVPD) results for a single C8H12 molecule.

Last column: natural (NBO) charge in e.
Geometry (Å):
C: 1.31 2.04 0.21  -0.385
C: 0.74 1.10 -0.48  -0.212
C: -0.08 -0.01 0.11  -0.107
C: -0.92 0.01 1.21  -0.143
C: -1.17 1.18 2.01  -0.666
C: -0.09 -1.11 -0.86  0.023
C: -1.14 -1.40 -1.59  -0.401
C: 1.27 -1.86 -0.86  -0.647
H: 1.42 2.08 1.27  0.203
H: 1.81 2.83 -0.32  0.196
H: 0.91 0.84 -1.58  0.221
H: -1.63 -0.84 1.35  0.212
H: -0.84 2.17 1.62  0.226
H: -2.17 1.29 2.29  0.218
H: -0.81 0.91 2.96  0.224
H: -2.09 -0.94 -1.54  0.196
H: -1.07 -2.04 -2.34  0.182
H: 1.34 -2.11 0.21  0.223
H: 1.50 -2.75 -1.54  0.223
H: 2.03 -1.11 -0.99  0.214

Computed properties:
* HOMO level: -8.468 eV
* Kohn-Sham gap: 9.51 eV
* total charge: 0



DFT (ωB97M-V/def2-TZVPD) results for 2 unconnected molecules or ions with the total composition C5H15NO2.

Last column: natural (NBO) charge in e.
Geometry (Å):
C: -2.81 -0.64 0.85  -0.612
C: -2.64 0.66 0.04  -0.422
C: -1.31 0.79 -0.68  -0.217
N: -0.29 1.35 0.19  -0.648
C: 0.86 0.55 0.46  -0.273
C: 2.11 0.86 -0.38  -0.072
O: 3.32 0.61 0.34  -0.717
H: -3.56 -0.58 1.63  0.212
H: -2.90 -1.44 0.12  0.206
H: -1.86 -0.82 1.37  0.201
H: -2.96 1.57 0.57  0.201
H: -3.55 0.72 -0.59  0.202
H: -1.02 -0.16 -1.12  0.196
H: -1.47 1.44 -1.56  0.180
H: -0.69 1.86 0.96  0.376
H: 1.23 0.50 1.50  0.200
H: 0.77 -0.56 0.40  0.198
H: 2.20 0.20 -1.24  0.172
H: 2.04 1.90 -0.73  0.159
H: 3.41 1.33 0.97  0.458
O: 0.66 -3.26 -0.77  -0.938
H: 0.54 -4.03 -0.21  0.471
H: 0.41 -3.54 -1.65  0.470

Computed properties:
* HOMO level: -8.402 eV
* Kohn-Sham gap: 9.12 eV
* total charge: 0



DFT (ωB97M-V/def2-TZVPD) results for 2 unconnected molecules or ions with the total composition CH3ClO3S2.

Last column: natural (NBO) charge in e.
Geometry (Å):
C: 0.17 0.29 -0.32  -0.711
O: -2.89 0.16 -0.75  -0.792
O: -0.58 2.96 -0.56  -0.868
O: -0.50 2.11 1.73  -0.862
S: -4.32 -0.13 -1.04  1.001
S: -0.89 1.88 0.34  1.756
Cl: -5.17 -0.86 0.69  -0.215
H: -0.65 -0.54 -0.48  0.246
H: 0.74 0.54 -1.22  0.235
H: 0.74 0.14 0.49  0.210

Computed properties:
* HOMO level (alpha / beta): -9.188 / -9.948 eV
* Kohn-Sham gap (alpha / beta): 7.02 / 8.10 eV
* total charge: 0



DFT (ωB97M-V/def2-TZVPD) results for a gas-phase ion, C8H10FN2O2 (charge +1).

Last column: natural (NBO) charge in e.
Geometry (Å):
N: 0.30 -0.39 2.02  -0.709
C: -0.03 0.15 0.89  0.588
N: -0.32 1.46 0.87  -0.604
C: -0.19 2.38 2.01  0.946
O: -0.68 3.73 1.44  -0.721
O: 1.09 2.25 2.43  -0.667
F: -1.08 2.05 2.93  -0.323
C: -0.11 -0.55 -0.40  -0.179
C: 0.68 -1.70 -0.51  -0.143
C: 0.64 -2.48 -1.71  -0.177
C: -0.09 -2.02 -2.79  -0.162
C: -0.85 -0.88 -2.68  -0.179
C: -0.92 -0.17 -1.45  -0.164
H: 0.43 -1.38 1.99  0.429
H: -0.11 0.16 2.77  0.439
H: -0.65 1.80 -0.08  0.463
H: -1.66 3.78 1.61  0.500
H: 1.26 2.91 3.11  0.521
H: 1.07 -1.88 0.48  0.192
H: 1.09 -3.45 -1.60  0.243
H: -0.23 -2.62 -3.72  0.251
H: -1.59 -0.60 -3.33  0.232
H: -1.77 0.56 -1.26  0.223

Computed properties:
* HOMO level: -13.401 eV
* Kohn-Sham gap: 9.39 eV
* total charge: +1



DFT (ωB97M-V/def2-TZVPD) results for a gas-phase ion, C18H24N5O2 (charge +1).

Last column: natural (NBO) charge in e.
Geometry (Å):
C: 0.89 6.22 1.35  -0.638
C: 0.11 4.92 1.24  -0.221
N: 0.94 3.68 1.37  -0.419
C: 1.77 3.65 2.59  -0.215
C: 0.93 3.73 3.85  -0.639
C: 1.73 3.41 0.14  -0.232
C: 0.90 2.72 -0.95  -0.229
N: 0.98 1.28 -0.90  -0.323
C: 1.58 0.48 -1.80  0.259
N: 1.41 -0.80 -1.58  -0.472
C: 0.63 -0.86 -0.47  0.404
C: 0.35 0.43 -0.01  -0.126
C: -0.43 0.62 1.16  0.669
O: -0.69 1.70 1.72  -0.688
N: -0.87 -0.56 1.69  -0.607
C: -0.63 -1.87 1.25  0.796
O: -1.09 -2.80 1.84  -0.577
N: 0.18 -1.98 0.14  -0.402
C: 0.44 -3.30 -0.43  -0.256
C: -0.62 -3.65 -1.44  0.021
C: -1.77 -4.32 -1.05  -0.230
C: -2.75 -4.62 -1.97  -0.199
C: -2.60 -4.24 -3.30  -0.203
C: -1.45 -3.56 -3.69  -0.193
C: -0.47 -3.27 -2.77  -0.245
H: 1.29 6.38 2.35  0.222
H: 0.21 7.04 1.14  0.251
H: 1.70 6.28 0.63  0.215
H: -0.65 4.88 2.02  0.235
H: -0.40 4.88 0.28  0.217
H: 0.22 2.87 1.49  0.487
H: 2.51 4.46 2.56  0.220
H: 2.31 2.70 2.59  0.220
H: 0.13 3.00 3.82  0.235
H: 0.51 4.72 4.01  0.218
H: 1.56 3.50 4.71  0.248
H: 2.57 2.77 0.40  0.236
H: 2.12 4.36 -0.24  0.231
H: -0.15 3.02 -0.89  0.228
H: 1.28 3.02 -1.93  0.243
H: 2.15 0.86 -2.63  0.218
H: -1.45 -0.50 2.51  0.445
H: 1.43 -3.26 -0.90  0.237
H: 0.44 -4.01 0.40  0.248
H: -1.89 -4.61 -0.01  0.229
H: -3.64 -5.15 -1.66  0.222
H: -3.36 -4.48 -4.02  0.221
H: -1.33 -3.27 -4.72  0.217
H: 0.42 -2.74 -3.07  0.223

Computed properties:
* HOMO level: -11.338 eV
* Kohn-Sham gap: 8.68 eV
* total charge: +1



DFT (ωB97M-V/def2-TZVPD) results for a single C2H4N2OS2 molecule.

Last column: natural (NBO) charge in e.
Geometry (Å):
O: 1.88 -0.38 -0.39  -0.621
C: 0.69 -0.01 -0.21  0.778
N: -0.03 1.06 -0.79  -0.762
S: 0.73 2.10 -1.90  0.191
N: 0.07 -0.92 0.66  -0.629
C: -1.16 -1.13 1.15  -0.045
S: -2.65 -0.73 0.38  -0.180
H: -0.97 1.15 -0.63  0.433
H: 2.04 2.01 -1.56  0.152
H: 0.84 -1.52 1.12  0.439
H: -1.45 -1.63 2.16  0.244

Computed properties:
* HOMO level: -9.002 eV
* Kohn-Sham gap: 8.55 eV
* total charge: 0



Number 1: calculated total energy -311.91241 Ha, maximum force 4.1 eV Å⁻¹. Number 2: calculated total energy -404.68623 Ha, maximum force 2.7 eV Å⁻¹. Number 3: calculated total energy -1522.07784 Ha, maximum force 4.9 eV Å⁻¹. Number 4: calculated total energy -670.45215 Ha, maximum force 4.7 eV Å⁻¹. Number 5: calculated total energy -1124.42938 Ha, maximum force 1.5 eV Å⁻¹. Number 6: calculated total energy -1059.69113 Ha, maximum force 5.9 eV Å⁻¹.